C29H25BaClIN7O4S4 as an isolated structure at a distorted geometry. Source: the Open Molecules 2025 dataset; level of theory: ωB97M-V/def2-TZVPD.

Geometry as XYZ:
```
72
Properties=species:S:1:pos:R:3:forces:R:3
Ba -1.338 -0.945 0.396 -0.54 -0.04 0.11
C -1.411 0.564 -3.498 -0.07 -1.03 1.80
C -0.163 -0.274 -3.404 0.68 0.45 0.36
N 0.187 -0.914 -4.496 0.04 0.09 -0.45
C 1.398 -1.454 -4.589 0.97 -0.41 1.29
C 2.379 -1.408 -3.576 -0.90 0.41 -1.19
C 3.779 -1.900 -3.936 -0.76 0.18 1.80
O 3.870 -3.287 -4.179 0.05 -0.19 0.01
C 2.013 -0.755 -2.378 0.20 -0.29 0.88
C 2.815 -0.484 -1.127 -0.79 0.28 -0.53
N 3.744 -1.076 -0.500 0.16 -1.34 -0.58
C 4.187 -2.369 -0.912 1.55 0.59 0.27
C 5.577 -2.526 -1.101 0.35 1.16 0.14
C 6.167 -3.736 -1.330 -0.89 -0.23 0.22
C 5.387 -4.892 -1.245 1.02 -0.74 -0.63
C 4.048 -4.826 -1.015 0.37 2.18 -0.68
C 3.458 -3.526 -0.944 -1.03 -1.65 0.93
I 1.531 -3.558 -0.175 -0.60 0.10 0.29
C 0.691 -0.247 -2.233 -0.77 0.93 -0.25
O 0.265 0.345 -1.135 0.28 -0.95 -0.55
H -1.313 1.308 -4.249 -0.21 0.19 -1.24
H -2.271 -0.121 -3.503 0.02 0.44 -0.68
H -1.548 1.130 -2.585 0.11 0.08 0.49
H 1.641 -1.985 -5.492 0.01 -0.08 -0.40
H 4.152 -1.470 -4.831 0.20 0.77 -0.80
H 4.376 -1.567 -3.074 0.46 -0.26 -0.61
H 3.533 -3.741 -3.402 -0.05 -0.15 0.22
H 2.420 0.390 -0.601 0.26 -0.15 -0.20
H 6.194 -1.621 -1.014 -0.28 -0.35 -0.19
H 7.202 -3.823 -1.550 0.77 0.07 -0.01
H 5.869 -5.855 -1.428 -0.17 0.16 0.22
H 3.480 -5.715 -0.978 -0.79 -0.62 0.20
S -0.308 -2.656 2.633 -0.88 -0.31 -0.06
S 1.375 -3.059 6.215 0.50 0.74 1.08
S 1.382 -4.247 4.607 1.30 -1.03 0.65
S -0.489 -4.284 4.061 -1.07 0.76 -1.88
O -4.861 5.365 3.988 -0.91 0.58 0.98
N -4.348 4.979 2.976 0.65 -1.38 -0.71
O -3.754 5.676 2.203 0.41 1.17 -1.12
C -4.263 3.521 2.710 -0.35 0.57 0.23
C -4.271 2.832 3.862 -0.18 -1.07 -0.59
C -3.993 1.426 3.832 0.13 0.43 0.67
C -3.839 0.680 5.001 0.37 -2.13 -0.02
C -3.450 -0.673 4.916 0.57 0.80 -0.02
C -3.145 -1.170 3.653 -1.21 0.49 -0.96
N -3.371 -0.464 2.557 0.65 -0.04 -1.06
C -3.745 0.800 2.621 -0.29 0.68 -0.96
C -3.929 1.577 1.357 -0.32 -0.45 1.31
N -3.895 0.904 0.234 0.20 -1.56 -1.32
C -4.136 1.448 -0.935 -0.13 2.17 0.64
C -4.330 2.884 -1.014 0.38 -2.04 -0.03
C -4.285 3.597 0.141 0.36 1.50 0.19
C -4.149 2.939 1.375 -0.31 1.12 1.17
H -4.544 3.312 4.781 0.28 0.20 0.26
H -4.011 1.137 5.951 -0.09 0.26 0.52
H -3.188 -1.381 5.698 -0.40 0.65 0.51
H -2.828 -2.154 3.383 0.43 -0.59 0.80
H -4.139 0.784 -1.784 0.08 -0.12 -0.21
H -4.419 3.411 -1.945 -0.07 -0.09 -0.39
H -4.235 4.705 0.049 -0.39 -0.98 0.47
Cl -3.309 -1.695 -1.657 0.06 -0.26 -0.12
C 1.977 2.712 1.315 3.03 -0.22 1.13
N 1.005 2.837 0.304 -0.68 0.01 -1.85
C 1.369 2.822 -1.142 2.27 0.46 1.38
C -0.252 2.759 0.677 -1.53 -1.10 0.51
N -1.334 2.562 1.093 1.86 0.54 -0.65
H 2.084 3.668 1.868 0.13 -0.53 -0.11
H 3.007 2.425 0.895 -1.52 0.67 0.20
H 1.812 1.894 2.032 -0.48 0.27 -0.19
H 1.983 3.736 -1.358 -0.69 -0.50 0.09
H 0.482 2.781 -1.700 -1.00 -0.05 -0.86
H 2.021 1.945 -1.370 -0.81 0.79 0.16
```
Positions in Å, forces in eV/Å.

Values from the calculation:
ΔE to the lowest compared entry with this formula, charge and spin ... 260.23 kJ/mol
E ... -4180.53299 a.u.
HOMO ... -0.0140 Eh
Orbital gap ... 3.32 eV
Total charge ... -2
F_max ... 3.24 eV Å⁻¹

Just the Löwdin charges please, in e? Sure, here they are: 1.309, -0.062, -0.263, 0.099, -0.117, -0.131, -0.218, -0.050, -0.099, -0.127, 0.112, -0.371, -0.053, -0.092, -0.114, -0.169, -0.645, 1.040, -0.366, -0.430, 0.061, 0.018, 0.042, 0.100, 0.106, 0.092, 0.060, 0.082, 0.117, 0.087, 0.102, 0.074, -0.414, -0.408, -0.413, -0.216, 0.061, -0.373, 0.081, -0.067, 0.061, -0.150, 0.014, -0.001, -0.156, 0.040, -0.172, -0.233, 0.051, -0.119, -0.031, -0.036, -0.125, 0.123, 0.104, 0.117, 0.036, 0.039, 0.092, 0.120, -0.419, -0.078, -0.198, -0.021, -0.265, 0.217, 0.090, 0.118, 0.103, 0.097, 0.068, 0.069